ORCA calculation (ωB97M-V/def2-TZVPD) on a cluster of 2 separate species, C10H27FNO3P in total.

The geometry in XYZ format:
```
43
Properties=species:S:1:pos:R:3:forces:R:3
F 2.26710 1.52060 -0.45287 0.0 0.2 0.2
C 2.04792 1.70946 -1.90458 -0.3 -0.1 -0.4
C 2.38945 3.16696 -2.23218 0.2 0.0 0.2
O 2.82284 3.17647 -3.54350 0.0 0.0 -0.1
P 3.90124 1.77459 -3.84777 0.1 0.6 -0.3
O 2.79547 0.89195 -2.61080 -0.1 -0.4 0.4
H 0.97333 1.44605 -1.99293 0.0 0.2 0.1
H 3.17705 3.47162 -1.52263 0.0 0.0 0.0
H 1.54088 3.84143 -2.07658 -0.1 -0.1 -0.1
H 4.67619 2.50322 -4.80381 0.0 0.0 0.0
H 4.69246 2.24601 -2.73677 -0.1 -0.1 0.0
H 4.68269 0.58315 -3.96826 0.0 -0.1 0.0
H 2.96801 1.32642 -4.83672 0.0 0.0 0.0
C 0.54800 -1.80467 2.57314 0.0 0.0 0.0
C -0.13105 -0.59141 1.97369 0.0 0.1 0.0
N -0.54660 -0.73601 0.52560 0.0 0.1 -0.1
C 0.69854 -0.93462 -0.29124 0.0 0.0 -0.1
C -1.09756 0.59209 0.03433 0.0 0.0 0.0
C -2.37825 1.11047 0.66477 0.0 0.0 0.0
C -1.44842 -1.90534 0.24215 0.0 0.0 0.0
C -2.75570 -2.05451 0.99685 0.0 0.0 -0.1
O -2.53261 -2.18732 2.37809 0.1 0.0 0.0
C -3.58660 -1.74789 3.22272 -0.1 -0.1 0.0
H 1.50189 -2.02452 2.09807 0.0 0.0 0.0
H 0.75458 -1.57386 3.61813 0.0 0.0 0.0
H -0.09009 -2.68499 2.55472 0.0 0.0 0.0
H 0.54672 0.26309 1.97546 0.0 0.0 0.0
H -1.01827 -0.33159 2.54052 0.0 -0.1 0.0
H 1.35197 -0.09017 -0.08736 0.2 -0.1 -0.1
H 0.42966 -0.92121 -1.34537 0.0 0.0 0.0
H 1.17370 -1.87925 -0.04837 -0.1 0.0 0.1
H -1.21648 0.47994 -1.04277 0.0 0.0 0.0
H -0.27959 1.29438 0.19314 0.0 0.0 0.0
H -3.27133 0.67216 0.22669 0.0 0.0 0.0
H -2.41898 2.18105 0.46622 0.0 0.0 0.0
H -2.41315 0.98186 1.74560 0.0 0.0 0.0
H -0.84120 -2.79476 0.40184 0.0 0.0 0.0
H -1.67479 -1.84591 -0.82363 0.0 0.0 0.0
H -3.20204 -2.97199 0.59016 -0.1 0.0 0.0
H -3.45110 -1.24243 0.78597 0.1 0.0 0.0
H -4.49257 -1.53220 2.65296 0.0 0.0 0.0
H -3.28471 -0.84642 3.76210 0.0 0.0 0.0
H -3.80862 -2.53191 3.94521 0.0 0.0 0.0
```
Positions in Å, forces in eV/Å.

Properties
Total charge: 0
Energy relative to the best compared isomer or geometry (same formula, charge and spin): 0.00 kJ/mol


ORCA calculation (ωB97M-V/def2-TZVPD) on a structure of composition C20H35N11O18S.

The geometry in XYZ format:
```
85
Properties=species:S:1:pos:R:3:forces:R:3
C 2.87203 -1.97078 -0.62942 0.0 -0.2 -0.4
C 2.74664 -0.97903 -1.29249 -0.1 0.1 -0.1
C 2.55754 0.32586 -1.94798 0.9 0.3 0.5
C 2.75962 1.41130 -0.88400 -0.5 -0.1 -0.2
C 1.88486 1.50750 0.14772 0.7 0.8 0.3
C 2.07183 2.50026 1.20011 -1.8 -1.2 -1.2
C 1.12206 2.54873 2.35631 0.2 -0.9 0.2
C 1.17988 1.46035 3.21144 -0.3 0.4 -0.6
C 3.12425 3.35754 1.19541 -0.1 0.2 0.2
C 4.05494 3.31411 0.11148 -0.9 -0.2 0.7
N 5.11232 4.10817 -0.04081 0.1 -0.5 -0.9
S 5.78338 3.62272 -1.44108 0.0 0.0 0.1
N 4.79985 2.41919 -1.87533 -0.2 0.3 0.3
C 3.85507 2.33749 -0.92341 0.5 0.1 -0.3
H 2.96185 -2.91525 -0.14553 0.0 0.1 0.1
H 3.32150 0.47943 -2.71344 -0.1 -0.2 -0.1
H 1.57425 0.39951 -2.40948 0.0 0.0 0.0
H 1.04198 0.83534 0.20292 0.0 0.0 0.1
H 0.42032 3.37412 2.46952 1.4 1.0 1.0
H 1.59694 1.49732 4.21438 -1.9 0.4 0.7
H 0.83293 0.50106 2.81534 2.0 -0.4 -0.4
H 3.22633 4.04653 2.02564 0.2 0.1 -0.2
C -2.51484 -0.57797 1.50893 -0.2 -0.1 0.0
N -1.27853 -1.32401 1.15155 0.0 -0.1 0.0
O -1.38967 -2.48352 0.82795 0.0 -0.1 0.0
O -0.22249 -0.72130 1.20671 -0.1 0.0 0.0
H -3.36148 -1.24663 1.40962 0.0 0.0 0.0
H -2.40346 -0.23546 2.53366 0.1 0.1 0.0
H -2.59849 0.26221 0.82597 0.1 0.0 0.0
C -2.66979 -5.54019 -0.84400 0.2 0.1 0.1
N -3.98142 -5.09350 -1.38719 0.2 0.0 0.1
O -4.34364 -3.96329 -1.13683 -0.2 0.0 0.0
O -4.60779 -5.89970 -2.04618 -0.1 0.0 0.0
H -2.23474 -4.72164 -0.28368 0.0 0.1 0.0
H -2.85767 -6.39621 -0.20328 0.0 0.0 -0.1
H -2.04307 -5.81438 -1.68785 0.0 -0.1 0.0
C 1.91328 3.73035 -3.91089 0.3 0.0 0.1
N 0.66450 3.08632 -4.38519 0.1 0.0 0.2
O 0.13810 2.29216 -3.63332 -0.2 -0.1 -0.1
O 0.25438 3.39423 -5.48389 0.0 0.0 0.0
H 2.14584 3.32685 -2.93198 -0.1 0.0 0.0
H 2.70256 3.48408 -4.61575 -0.1 0.1 -0.1
H 1.74155 4.80193 -3.87690 0.0 0.0 -0.1
C 5.08515 2.03760 4.28507 -0.1 -0.1 -0.1
N 4.06827 2.10759 5.36966 0.0 0.0 0.0
O 3.28003 3.03519 5.35391 0.0 0.0 0.0
O 4.08514 1.22762 6.20221 0.0 0.0 0.0
H 4.94023 2.87430 3.62282 -0.1 0.1 0.0
H 6.06374 2.07326 4.75367 0.0 -0.1 0.0
H 4.93668 1.09510 3.76439 0.0 -0.1 0.1
C 2.48404 -5.06044 -3.24683 -0.1 0.0 -0.2
N 1.73901 -5.60172 -2.07772 0.0 0.1 -0.1
O 0.76766 -6.29614 -2.29317 -0.1 0.0 0.0
O 2.15775 -5.29996 -0.98160 0.0 -0.1 0.1
H 1.99931 -5.40530 -4.15241 0.0 0.0 0.0
H 2.45825 -3.97658 -3.17141 0.1 0.0 0.1
H 3.50329 -5.42846 -3.18066 0.0 0.1 0.1
C -6.77668 -6.11031 0.67789 -0.2 0.0 -0.1
N -6.08114 -5.82121 1.95986 0.0 0.0 -0.1
O -6.75804 -5.52363 2.92371 0.0 0.1 0.0
O -4.87112 -5.90504 1.95572 0.0 0.0 0.0
H -7.84409 -5.99844 0.82565 0.0 0.0 0.1
H -6.40825 -5.40138 -0.05934 0.1 -0.1 0.0
H -6.52659 -7.12845 0.39530 0.1 0.0 0.0
C -7.25334 -1.91201 3.52894 -0.1 -0.1 0.1
N -6.94498 -1.64691 2.09817 -0.1 0.0 0.0
O -7.83974 -1.76997 1.29240 0.0 0.0 0.0
O -5.80313 -1.32566 1.83507 0.1 0.0 0.0
H -8.29756 -2.18846 3.60997 0.0 0.0 -0.1
H -6.60833 -2.72380 3.85358 0.1 0.0 0.0
H -7.04492 -1.00215 4.08376 0.1 0.0 0.0
C 5.02284 6.70470 4.02289 -0.2 -0.1 0.0
N 6.21813 5.88078 3.69353 -0.1 0.0 0.0
O 6.03623 4.70916 3.42591 0.1 0.2 0.0
O 7.29267 6.43516 3.71666 0.0 0.0 0.0
H 4.14334 6.07358 3.96416 0.0 0.0 0.0
H 5.16214 7.08996 5.02826 0.1 0.1 0.0
H 4.97817 7.51360 3.30002 0.1 0.0 0.0
C -2.74773 2.38023 -6.79910 0.1 0.1 0.1
N -4.07338 2.86493 -7.27338 0.0 0.0 0.0
O -4.37597 4.01380 -7.02824 0.0 0.0 0.0
O -4.76377 2.07089 -7.87693 0.0 0.0 0.0
H -2.24543 3.18785 -6.28219 0.0 0.0 0.0
H -2.92694 1.54224 -6.13246 0.0 -0.1 -0.1
H -2.18444 2.06662 -7.67250 -0.1 -0.1 0.0
```
Positions in Å, forces in eV/Å.

Properties
Total charge: 0


ORCA calculation (ωB97M-V/def2-TZVPD) on a structure of composition C16H25ClSTc.

The geometry in XYZ format:
```
44
Properties=species:S:1:pos:R:3:forces:R:3
C 0.00411 0.06551 -4.13375 0.0 0.1 1.1
C 1.38125 0.56653 -4.07758 0.3 0.0 0.8
C -0.24280 -1.36240 -4.34104 0.0 -0.4 0.7
C -1.11996 1.00866 -4.12977 -0.3 0.1 0.8
Cl -0.08695 0.07174 -0.99434 0.7 1.2 -3.3
H -0.24267 -1.43932 -5.43552 -0.1 -0.3 -0.2
H -1.21123 -1.72347 -3.95759 0.2 0.4 -0.4
H 0.54182 -2.02363 -3.93773 -0.1 0.5 -0.4
H 1.60124 0.76937 -5.13047 0.3 0.1 -0.3
H 2.11442 -0.16460 -3.69746 -0.5 0.1 -0.4
H 1.52117 1.49875 -3.50125 -0.4 -0.3 -0.5
H -1.22001 1.26200 -5.18929 -0.2 0.2 -0.3
H -0.94880 1.93880 -3.55965 0.3 -0.4 -0.5
H -2.07188 0.58016 -3.77686 0.4 -0.1 -0.4
C 1.23015 -1.66475 2.59750 0.7 -0.6 -1.2
C 0.56287 -2.56913 1.70048 1.4 0.0 0.4
C 0.96314 -2.25156 0.35295 2.0 0.0 0.8
H -0.04599 -3.39221 2.01593 0.0 -0.1 -0.1
C 2.02627 -1.24381 0.45090 0.3 -1.6 1.2
C 2.19780 -0.93163 1.82944 -1.2 -0.8 -0.9
H 2.94421 -0.30943 2.26942 0.1 0.4 0.0
H 1.06887 -1.58061 3.65756 0.1 -0.2 0.1
H 0.66936 -2.81302 -0.52529 0.0 0.2 0.1
H 2.59445 -0.81346 -0.34775 0.0 0.0 -0.2
C -2.22933 0.41428 2.07346 0.1 0.1 0.2
C -1.88517 -0.80215 2.72260 0.0 -0.1 -0.6
C -1.96184 -1.84182 1.74767 -1.0 -0.1 -0.1
H -1.63049 -0.92318 3.76488 -0.2 0.0 0.0
C -2.18804 -1.24918 0.46026 -1.6 0.2 1.1
C -2.38194 0.17114 0.69490 -0.3 -0.4 0.0
H -2.62377 0.93099 -0.04644 0.2 -0.4 0.2
H -2.35956 1.35549 2.59690 0.2 -0.2 -0.3
H -1.93259 -2.89275 1.96428 -0.1 0.0 -0.1
H -2.32905 -1.79634 -0.45591 0.0 0.1 -0.1
Tc -0.26371 -0.64949 1.13722 -1.5 1.8 2.8
C 2.10926 2.22238 2.80855 -0.2 0.8 0.0
S 0.73162 2.22212 1.62935 -0.2 -0.3 0.7
C -0.43980 3.03296 2.75931 0.0 -0.2 -0.1
H 2.91310 1.63831 2.40558 0.4 -0.1 -0.1
H 1.79756 1.84322 3.78821 0.1 0.0 -0.3
H 2.43987 3.27007 2.89234 0.0 -0.5 0.1
H -0.01943 4.00273 3.03508 -0.2 -0.1 -0.1
H -1.38111 3.14823 2.21824 0.2 0.3 0.2
H -0.59639 2.42449 3.66471 0.1 0.2 -0.3
```
Positions in Å, forces in eV/Å.

Properties
Total charge: +2
Energy relative to the best compared isomer or geometry (same formula, charge and spin): 0.00 kJ/mol
Multiplicity: 4


ORCA calculation (ωB97M-V/def2-TZVPD) on the ion C5H6NO with charge +1.

The geometry in XYZ format:
```
13
Properties=species:S:1:pos:R:3:forces:R:3
C -1.34383 1.14249 0.16974 -1.6 0.4 0.4
C 0.06264 1.36493 0.26802 -0.5 1.0 -1.3
C -0.35072 -0.88685 -0.47650 -0.4 -2.7 -2.9
C 1.82456 0.01996 0.64855 1.2 -1.6 2.1
C -1.60812 -0.12304 -0.33772 -1.4 0.7 0.2
N 0.62116 0.08640 -0.16866 -0.6 2.6 0.8
O 1.90324 0.00952 -0.70021 0.6 0.2 -2.4
H -2.10198 1.99897 0.47441 1.7 -2.2 -0.9
H -0.18309 -1.70489 0.20284 -0.6 -0.6 0.4
H -0.21063 -1.38620 -1.54565 -0.1 1.4 2.0
H 2.09204 1.03237 1.01719 -0.1 -1.3 0.7
H 1.90962 -1.00259 1.11564 0.4 1.5 0.0
H -2.61487 -0.55108 -0.66766 1.6 0.6 0.7
```
Positions in Å, forces in eV/Å.

Properties
Total charge: +1
Energy relative to the best compared isomer or geometry (same formula, charge and spin): 748.85 kJ/mol


Calculated total energy? In order: -1118.73515, -3136.87898, -1563.14238, -323.58476 Eh.